No. 1
Molecular formula: C58H82BrCdN3O5
Method: DFT, ωB97M-V/def2-TZVPD

Output
LUMO level in eV: 3.64
ΔE to the lowest compared entry with this formula, charge and spin in kJ/mol: 0.00
Kohn-Sham gap in eV: 5.65

Geometry as ORCA input:
```
! wB97M-V def2-TZVPD RIJCOSX def2/J DEFGRID3
* xyz -2 1
Cd -0.00451 -0.58180 -0.20239
C -0.31391 -5.66880 5.99451
C 0.77529 -5.69740 4.90851
C 0.62289 -7.02230 4.15411
C 2.15789 -5.68490 5.57631
C 0.58589 -4.49120 3.99621
C 0.29719 -4.59830 2.64281
C -0.05171 -3.49850 1.88661
C -0.58761 -3.72310 0.50041
N 0.11269 -3.12790 -0.64779
C 1.49719 -3.57380 -0.73589
C 2.54379 -2.44380 -0.65579
N 2.35459 -1.33650 -1.57819
C 2.39229 -1.71980 -2.97289
C 1.21329 -1.13000 -3.74449
N -0.07781 -1.46470 -3.17779
C -0.33701 -2.88780 -3.18199
C -0.70421 -3.47050 -1.80949
C -1.09141 -0.65520 -3.83019
C -2.46411 -0.42780 -3.21469
C -3.33711 0.23200 -4.06099
C -4.59851 0.66220 -3.66779
C -5.01311 0.25580 -2.40339
C -4.19741 -0.42440 -1.52419
C -2.81051 -0.63890 -1.84699
O -1.98071 -1.01790 -0.95519
C -4.74401 -0.80190 -0.14679
C -4.42511 0.33820 0.82761
C -6.26591 -1.03210 -0.17909
C -4.11131 -2.09250 0.38681
C -5.38281 1.64470 -4.52789
C -5.61091 1.09720 -5.94489
C -6.75741 1.98290 -3.93759
C -4.56371 2.94490 -4.60889
C 3.26249 -0.23050 -1.29469
C 2.81969 1.20900 -1.54289
C 3.84149 2.14460 -1.53759
C 3.59629 3.51020 -1.57689
C 2.26219 3.90380 -1.62519
C 1.19719 3.02820 -1.60909
C 1.45169 1.61700 -1.57759
O 0.49959 0.76570 -1.64739
C -0.20621 3.64660 -1.54479
C -1.34931 2.64940 -1.33689
C -0.25551 4.60840 -0.34479
C -0.48561 4.42040 -2.84459
C 4.67909 4.57700 -1.49139
C 4.45159 5.43170 -0.23449
C 4.61249 5.48610 -2.72709
C 6.08549 3.98350 -1.39609
C -0.19971 -2.19270 2.45461
O -0.69631 -1.24930 1.75611
C 0.13929 -2.07700 3.84761
C 0.53789 -3.20680 4.53941
C 0.03959 -0.76890 4.63841
C -0.76991 -0.97220 5.93271
C -0.67241 0.35960 3.89091
C 1.45219 -0.28800 5.00161
H -0.26311 -6.55860 6.62421
H -1.29471 -5.63050 5.52581
H -0.21261 -4.79400 6.62881
H 0.75339 -7.86170 4.83751
H 1.36499 -7.10710 3.36451
H -0.36831 -7.09410 3.71341
H 2.24619 -6.50370 6.29291
H 2.32699 -4.74930 6.10191
H 2.93779 -5.79670 4.82591
H 0.30849 -5.56460 2.15421
H -1.59231 -3.29860 0.48701
H -0.67841 -4.81800 0.34101
H 1.64669 -4.16370 -1.65199
H 1.72129 -4.23230 0.11561
H 3.54769 -2.91570 -0.78849
H 2.48719 -2.02700 0.34971
H 2.40289 -2.81090 -3.06559
H 3.31799 -1.35970 -3.46239
H 1.28459 -1.45190 -4.81299
H 1.31319 -0.04540 -3.70399
H 0.52869 -3.42070 -3.59859
H -1.19021 -3.12130 -3.84439
H -0.74841 -4.57690 -1.93319
H -1.70701 -3.11220 -1.58609
H -1.25811 -1.03580 -4.86749
H -0.65081 0.34210 -3.92689
H -2.98451 0.46620 -5.06169
H -6.01141 0.50680 -2.08579
H -4.87991 1.26910 0.48941
H -3.34701 0.47510 0.88441
H -4.80361 0.10430 1.82301
H -6.82061 -0.10440 -0.30309
H -6.58781 -1.47990 0.76141
H -6.53141 -1.70940 -0.98979
H -3.06911 -1.90450 0.62031
H -4.17331 -2.88860 -0.35509
H -4.61901 -2.42100 1.29541
H -6.18401 0.17300 -5.89969
H -4.66581 0.88890 -6.43749
H -6.16221 1.81840 -6.55159
H -7.37541 1.08990 -3.86239
H -7.27161 2.70130 -4.57839
H -6.65641 2.42280 -2.94869
H -3.59651 2.75800 -5.06659
H -4.38291 3.32900 -3.60779
H -5.08561 3.70700 -5.19109
H 4.21769 -0.39160 -1.84469
H 3.51139 -0.28050 -0.23099
H 4.86069 1.77450 -1.48499
H 2.05209 4.96580 -1.65829
H -1.19451 2.09410 -0.41249
H -1.42311 1.93950 -2.15329
H -2.29641 3.19090 -1.26499
H -0.00461 4.04180 0.54731
H -1.25561 5.02680 -0.22659
H 0.44259 5.43750 -0.44559
H -0.48681 3.73650 -3.69129
H 0.26799 5.18570 -3.02729
H -1.46171 4.90400 -2.79009
H 3.48679 5.92990 -0.27169
H 5.22929 6.19040 -0.13369
H 4.46429 4.79550 0.64591
H 3.64349 5.97430 -2.79239
H 4.75519 4.90190 -3.63319
H 5.38349 6.25500 -2.67619
H 6.17119 3.35450 -0.51509
H 6.82009 4.78300 -1.31509
H 6.32019 3.39000 -2.27509
H 0.80479 -3.10710 5.58511
H -1.79791 -1.22510 5.67961
H -0.77581 -0.04780 6.51171
H -0.36681 -1.76050 6.56031
H -1.66201 0.03670 3.58091
H -0.13691 0.65650 3.00121
H -0.76511 1.22610 4.54611
H 1.99669 -1.03320 5.58011
H 1.40119 0.62870 5.59071
H 2.01509 -0.07930 4.09651
Br 6.61529 3.71970 4.16351
C 5.11909 2.91070 3.28021
C 5.18159 1.56910 2.95721
C 4.08069 0.99330 2.34931
C 2.94359 1.74180 2.06981
C 2.91529 3.08890 2.40301
C 4.00719 3.68510 3.01051
C 1.72479 1.06600 1.42461
O 0.73159 1.76460 1.22111
O 1.85759 -0.15500 1.20181
H 6.06919 0.99070 3.18051
H 4.07819 -0.05700 2.09491
H 2.02489 3.65810 2.18031
H 4.00269 4.73330 3.27641
*
```

Atom charges from the Mulliken analysis, given in e for atoms 1 to 6: 3.746, -1.636, 2.102, -2.207, -1.747, -0.695

=====

No. 2
Molecular formula: C58H97ClN10O13S
Method: DFT, ωB97M-V/def2-TZVPD

Output
SMILES: CCCCc1cc(CCCCSc2nnco2)c2c(c1)C(=O)c1c(CCCCOC(C)=O)c(CC(C)C)cc(Cl)c1C2=O.CNC(C)=O.CNC(C)=O.CNC(C)=O.CNC(C)=O.CNC(C)=O.CNC(C)=O.CNC(C)=O.CNC(C)=O
LUMO level in eV: -1.56
Kohn-Sham gap in eV: 6.65

Geometry as ORCA input:
```
! wB97M-V def2-TZVPD RIJCOSX def2/J DEFGRID3
* xyz 0 1
C 0.61437 -7.73423 -2.37294
C -0.83364 -8.14011 -3.04219
C -1.40065 -7.04481 -4.13296
C -2.64799 -6.16829 -3.52948
C -2.16807 -4.76878 -2.75844
C -3.39948 -3.79652 -2.23515
C -3.13695 -2.38375 -1.40280
C -4.43533 -1.52106 -0.89546
C -5.71996 -2.44707 -0.41083
C -7.11900 -2.10373 -1.23677
C -7.44816 -0.48966 -1.30206
S -9.18924 -0.08818 -1.90406
C -9.30863 -0.21461 -3.77503
N -10.38252 0.35892 -4.70915
N -10.21706 0.08040 -6.08127
C -8.93862 -0.76210 -6.15567
O -8.44043 -0.88808 -4.76824
C -1.55601 -1.97722 -1.15684
C -0.28271 -2.93562 -1.66430
C -0.60211 -4.34349 -2.49216
C 1.26606 -2.42396 -1.30200
O 2.17605 -3.35272 -0.96971
C 1.56686 -0.78619 -1.32899
C 3.04578 -0.14157 -1.76743
C 4.30900 -1.08316 -2.23818
C 3.91855 -2.18662 -3.41556
C 4.90119 -2.10392 -4.74103
C 5.46858 -3.60903 -5.19949
O 6.76797 -3.55259 -5.88859
C 7.86588 -4.04461 -5.03132
C 8.17811 -3.31250 -3.56044
O 8.70682 -5.05167 -5.35565
C 3.15918 1.52539 -1.69072
C 4.53646 2.36838 -2.03223
C 4.40158 3.41051 -3.29171
C 5.66743 3.04299 -4.32126
C 4.76736 4.93866 -2.71848
C 1.84396 2.46004 -1.25022
C 0.39662 1.80701 -0.82539
Cl -0.96063 2.99097 -0.36099
C 0.27992 0.16682 -0.84650
C -1.13648 -0.59180 -0.38196
O -1.79306 -0.01278 0.62632
H 0.54800 -7.32466 -1.27599
H 1.28237 -8.72038 -2.34987
H 1.21707 -6.97278 -3.05787
H -0.65977 -9.14346 -3.63932
H -1.57438 -8.34701 -2.14786
H -0.55176 -6.31789 -4.48047
H -1.77954 -7.62912 -5.07390
H -3.15150 -6.82558 -2.66957
H -3.52412 -5.96946 -4.30672
H -4.54275 -4.08937 -2.40355
H -4.20794 -0.79737 0.02311
H -4.71371 -0.78412 -1.79247
H -5.51166 -3.59845 -0.42330
H -5.96056 -2.17145 0.72559
H -7.98938 -2.58746 -0.57838
H -7.14187 -2.63278 -2.28249
H -6.71042 0.04563 -2.07006
H -7.26755 -0.00796 -0.23292
H -8.52404 -1.18028 -7.17253
H 0.28287 -5.00867 -2.87253
H 4.83225 -1.55613 -1.30293
H 5.11200 -0.36267 -2.74777
H 2.78228 -2.15594 -3.72594
H 4.12428 -3.26019 -2.93646
H 4.28551 -1.59216 -5.62250
H 5.86810 -1.43332 -4.55240
H 4.69466 -4.05610 -5.98408
H 5.46470 -4.36159 -4.28452
H 9.35089 -3.25460 -3.34696
H 7.83416 -2.18966 -3.69821
H 7.59008 -3.87342 -2.70609
H 4.74477 3.04138 -1.06839
H 5.49072 1.70459 -2.16831
H 3.36302 3.39485 -3.83065
H 5.65604 1.87280 -4.51569
H 5.63612 3.67927 -5.30639
H 6.64447 3.25925 -3.67056
H 3.96242 5.31391 -1.93181
H 4.92328 5.67260 -3.61787
H 5.76863 4.78469 -2.09123
H 1.95327 3.63405 -1.24205
C -2.04698 6.15614 0.71046
C -1.70267 7.42522 1.43840
O -0.85138 8.21145 1.02268
N -2.37131 7.69119 2.59778
C -3.39223 6.89255 3.23238
H -1.43808 6.07188 -0.19655
H -1.83796 5.29239 1.34742
H -3.10055 6.16808 0.41825
H -2.09229 8.56040 3.03776
H -4.29825 7.49769 3.31100
H -3.04454 6.62814 4.23367
H -3.61400 5.98128 2.67490
C -3.71991 1.50329 -4.86439
C -5.00079 1.22586 -4.12861
O -5.36003 0.08387 -3.84142
N -5.77389 2.29442 -3.77866
C -5.51542 3.69202 -4.02911
H -3.20445 0.56081 -5.08017
H -3.93527 2.00331 -5.81258
H -3.06240 2.12227 -4.24790
H -6.62186 2.03877 -3.28615
H -5.47565 4.20872 -3.06751
H -6.34240 4.09063 -4.62122
H -4.57818 3.85241 -4.56414
C -3.09544 -0.93530 4.66885
C -3.45659 -2.00071 3.67212
O -4.50692 -1.97203 3.03052
N -2.57235 -3.02414 3.49127
C -1.30303 -3.22200 4.14891
H -3.89011 -0.18214 4.71110
H -2.98560 -1.37663 5.66315
H -2.16808 -0.44108 4.36673
H -2.87565 -3.70730 2.80698
H -0.52399 -3.25198 3.38376
H -1.33575 -4.18097 4.67111
H -1.07674 -2.42931 4.86364
C -0.69544 0.56470 8.80885
C -1.05659 -0.50071 7.81212
O -2.10692 -0.47203 7.17052
N -0.17235 -1.52414 7.63127
C 1.09697 -1.72200 8.28891
H -1.49011 1.31786 8.85110
H -0.58560 0.12337 9.80315
H 0.23192 1.05892 8.50673
H -0.47565 -2.20730 6.94698
H 1.87601 -1.75198 7.52376
H 1.06425 -2.68097 8.81111
H 1.32326 -0.92931 9.00364
C 3.43314 11.16052 3.29194
C 2.51691 10.28864 2.47993
O 2.84911 9.82023 1.39094
N 1.27959 10.02269 2.99013
C 0.72171 10.48094 4.23977
H 4.38546 11.28938 2.76562
H 2.98149 12.14612 3.43359
H 3.63457 10.69114 4.25870
H 0.71288 9.43039 2.39430
H 0.46384 9.60495 4.83926
H -0.18468 11.04974 4.01996
H 1.41572 11.10983 4.79944
C -6.46686 -3.73948 3.11694
C -7.38309 -4.61136 2.30494
O -7.05089 -5.07977 1.21594
N -8.62041 -4.87731 2.81513
C -9.17829 -4.41906 4.06477
H -5.51454 -3.61062 2.59062
H -6.91851 -2.75388 3.25859
H -6.26543 -4.20886 4.08370
H -9.18712 -5.46961 2.21930
H -9.43616 -5.29505 4.66426
H -10.08468 -3.85026 3.84496
H -8.48428 -3.79017 4.62444
C 12.20456 -1.90942 -0.46685
C 11.84341 -2.97483 -1.46358
O 10.79308 -2.94616 -2.10518
N 12.72765 -3.99826 -1.64443
C 13.99697 -4.19613 -0.98678
H 11.40989 -1.15627 -0.42460
H 12.31440 -2.35075 0.52746
H 13.13192 -1.41520 -0.76897
H 12.42435 -4.68143 -2.32872
H 14.77601 -4.22610 -1.75193
H 13.96425 -5.15510 -0.46459
H 14.22326 -3.40344 -0.27206
C 2.59202 3.07655 3.22815
C 1.79320 3.12570 4.50034
O 2.32528 3.18344 5.60904
N 0.43292 3.10411 4.39479
C -0.35911 3.03873 3.19011
H 3.66239 3.10052 3.46108
H 2.37735 2.15015 2.68855
H 2.35541 3.94374 2.60563
H -0.04476 3.13958 5.28784
H -1.00118 3.92182 3.15626
H -0.97942 2.14081 3.23857
H 0.25564 3.00461 2.28938
*
```

Atom charges from the Mulliken analysis, given in e for atoms 1 to 6: -0.871, -0.327, -0.650, -0.560, 0.657, -0.810

=====

Q: Which formula does entry 1 have?
A: C58H82BrCdN3O5